1.
ORCA calculation (wB97M-V/def2-TZVPD) on a structure of composition C43H38BF4MoNOP2Si.

Each line ends with the Löwdin charge.
CARTESIAN COORDINATES (ANGSTROEM)
Mo -0.473 0.329 -0.193  1.409
C -1.483 2.601 0.260  -0.162
N -0.698 1.888 1.320  -0.554
P -1.600 0.543 2.049  1.017
C -0.701 -0.022 3.464  -0.372
C -0.103 -1.281 3.419  -0.079
C 0.532 -1.768 4.555  -0.041
C 0.566 -1.001 5.708  -0.036
C -0.031 0.258 5.750  -0.050
C -0.675 0.751 4.633  -0.073
C -3.199 1.168 2.522  -0.379
C -3.404 2.479 2.952  -0.100
C -4.659 2.860 3.398  -0.045
C -5.697 1.936 3.420  -0.034
C -5.488 0.631 2.995  -0.042
C -4.240 0.240 2.538  -0.073
P 1.029 2.003 0.826  1.035
C 1.266 3.764 1.030  -0.375
C 0.551 4.484 1.989  -0.097
C 0.850 5.821 2.187  -0.042
C 1.845 6.434 1.437  -0.033
C 2.552 5.717 0.483  -0.039
C 2.264 4.378 0.273  -0.065
C 2.096 1.154 1.948  -0.374
C 2.509 1.743 3.154  -0.064
C 3.395 1.072 3.969  -0.045
C 3.901 -0.166 3.577  -0.026
C 3.523 -0.736 2.372  -0.038
C 2.622 -0.078 1.550  -0.092
H -2.531 2.701 0.528  0.091
H -1.481 2.036 -0.711  0.046
H -1.047 3.567 0.013  0.098
H -0.115 -1.867 2.509  0.088
H 0.995 -2.745 4.533  0.122
H 1.055 -1.387 6.592  0.121
H -0.003 0.840 6.661  0.119
H -1.169 1.714 4.673  0.108
H -2.593 3.198 2.951  0.100
H -4.828 3.874 3.732  0.120
H -6.675 2.235 3.771  0.123
H -6.299 -0.084 3.014  0.122
H -4.089 -0.780 2.203  0.116
H -0.213 4.005 2.586  0.097
H 0.307 6.388 2.932  0.120
H 2.068 7.480 1.598  0.123
H 3.324 6.200 -0.100  0.122
H 2.818 3.823 -0.475  0.109
H 2.132 2.713 3.451  0.110
H 3.712 1.514 4.903  0.121
H 4.610 -0.677 4.215  0.123
H 3.933 -1.687 2.063  0.119
H 2.356 -0.523 0.601  0.074
F 0.185 -1.394 0.269  -0.483
B 2.043 -3.561 0.069  -0.884
F 2.628 -2.542 -0.533  0.256
F 1.692 -4.618 -0.614  0.301
F 1.850 -3.512 1.374  0.261
O -0.469 0.077 -1.937  -0.482
Si -0.305 -0.271 -3.705  0.665
C -1.999 0.034 -4.344  -0.247
C -2.462 -0.730 -5.420  -0.082
C -3.703 -0.477 -5.990  -0.058
C -4.501 0.538 -5.486  -0.060
C -4.059 1.307 -4.416  -0.073
C -2.817 1.057 -3.858  -0.097
C 0.997 0.901 -4.262  -0.249
C 1.863 1.592 -3.414  -0.101
C 2.841 2.434 -3.923  -0.079
C 2.968 2.597 -5.295  -0.061
C 2.117 1.917 -6.156  -0.056
C 1.139 1.080 -5.642  -0.075
C 0.211 -2.026 -3.755  -0.249
C 1.510 -2.382 -4.130  -0.073
C 1.888 -3.716 -4.194  -0.062
C 0.971 -4.707 -3.879  -0.063
C -0.324 -4.374 -3.500  -0.067
C -0.701 -3.044 -3.444  -0.091
H -1.860 -1.541 -5.814  0.109
H -4.048 -1.075 -6.821  0.114
H -5.468 0.733 -5.928  0.114
H -4.683 2.101 -4.029  0.108
H -2.484 1.686 -3.036  0.084
H 1.796 1.464 -2.337  0.062
H 3.514 2.957 -3.257  0.100
H 3.731 3.251 -5.696  0.113
H 2.215 2.043 -7.225  0.115
H 0.480 0.568 -6.334  0.113
H 2.231 -1.613 -4.380  0.105
H 2.891 -3.982 -4.494  0.113
H 1.264 -5.747 -3.932  0.116
H -1.036 -5.153 -3.262  0.113
H -1.722 -2.797 -3.171  0.109

Properties
total charge = +2
E = -88595.452 eV

2.
ORCA calculation (wB97M-V/def2-TZVPD) on a structure of composition C43H38ClP2Ti at a distorted geometry.

Each line ends with the Mulliken spin population.
CARTESIAN COORDINATES (ANGSTROEM)
C 0.428 -1.277 -4.128  0.031
C -0.601 -1.692 -3.277  0.004
C -1.899 -1.760 -3.780  0.004
C -2.113 -1.620 -5.149  0.001
C -1.064 -1.359 -6.037  0.001
C 0.213 -1.141 -5.495  -0.001
P -0.364 -1.934 -1.492  -0.081
C -1.592 -3.189 -0.979  -0.010
C -2.754 -2.803 -0.284  -0.001
C -3.708 -3.771 0.040  0.000
C -3.500 -5.120 -0.265  0.000
C -2.316 -5.502 -0.910  0.000
C -1.358 -4.542 -1.246  -0.001
Ti 0.539 -0.088 -0.332  1.101
P 0.191 1.932 -1.549  -0.039
C -1.260 1.937 -2.635  -0.007
C -1.125 2.324 -3.979  0.006
C -2.218 2.196 -4.838  0.000
C -3.480 1.834 -4.350  0.002
C -3.607 1.481 -3.006  0.002
C -2.503 1.481 -2.155  0.038
C -0.007 3.415 -0.505  0.002
C 0.926 3.611 0.527  0.001
C 0.627 4.503 1.557  -0.001
C -0.516 5.307 1.494  -0.001
C -1.361 5.209 0.386  0.001
C -1.120 4.260 -0.610  0.000
C 1.738 2.282 -2.403  -0.022
C 2.792 1.355 -2.326  0.010
C 3.977 1.615 -3.024  0.005
C 4.130 2.794 -3.758  0.000
C 3.097 3.739 -3.792  0.000
C 1.906 3.497 -3.100  -0.003
C 1.318 -2.691 -1.350  -0.031
C 1.797 -3.583 -2.322  0.005
C 3.079 -4.130 -2.220  0.001
C 3.879 -3.821 -1.111  0.000
C 3.414 -2.928 -0.150  0.007
C 2.168 -2.297 -0.293  -0.019
H 1.850 3.028 0.541  -0.001
H 1.292 4.576 2.419  0.000
H -0.738 5.999 2.305  0.000
H -2.233 5.852 0.313  0.000
H -1.810 4.154 -1.448  0.000
H -0.191 2.717 -4.369  0.000
H -2.073 2.401 -5.895  0.000
H -4.346 1.834 -5.017  0.000
H -4.586 1.201 -2.611  0.000
H -2.616 1.123 -1.130  0.002
H 2.690 0.435 -1.712  -0.003
H 4.798 0.894 -2.962  0.000
H 5.071 2.994 -4.275  0.000
H 3.222 4.674 -4.344  0.000
H 1.116 4.253 -3.085  0.000
H 1.167 -3.831 -3.183  0.000
H 3.449 -4.800 -2.997  0.000
H 4.867 -4.265 -1.013  0.000
H 4.035 -2.679 0.712  0.000
H 1.872 -1.487 0.447  0.018
H -2.904 -1.760 0.004  -0.003
H -4.632 -3.463 0.528  0.000
H -4.252 -5.871 -0.012  0.000
H -2.141 -6.549 -1.156  0.000
H -0.422 -4.845 -1.709  0.000
H -2.738 -1.937 -3.101  -0.001
H -3.133 -1.728 -5.519  0.000
H -1.249 -1.323 -7.116  0.000
H 1.086 -0.861 -6.088  0.000
H 1.430 -1.036 -3.772  0.001
H 1.278 1.153 -4.963  -0.002
H 1.520 1.027 -4.251  -0.001
Cl -1.584 2.236 3.234  -0.001
C -0.539 0.884 3.391  0.008
C 0.011 0.597 4.629  0.004
C 0.773 -0.574 4.780  -0.005
C 0.875 -1.462 3.712  0.005
C 0.239 -1.222 2.489  -0.037
C -0.374 0.037 2.276  -0.009
C -0.999 0.404 0.989  0.024
H -0.163 1.257 5.478  0.000
H 1.272 -0.783 5.723  0.000
H 1.415 -2.394 3.841  0.000
H 0.117 -2.040 1.751  0.002
H -1.900 -0.175 0.706  -0.006
H -1.164 1.471 0.849  0.003

Properties
energy above the lowest of the compared OMol25 structures with the same formula, charge and spin = 14.0 kJ/mol
spin multiplicity = 2
total charge = +2
E = -99406.414 eV

3.
ORCA calculation (wB97M-V/def2-TZVPD) on a structure of composition C43H38I2N5O4SZn.

Each line ends with the Löwdin charge.
CARTESIAN COORDINATES (ANGSTROEM)
Zn 1.724 -0.976 0.830  0.431
C 6.855 -1.564 0.847  -0.017
C 5.908 -1.438 1.975  -0.376
N 6.187 -1.533 3.233  0.126
N 4.969 -1.432 3.856  0.030
C 3.937 -1.284 3.015  -0.766
S 2.305 -1.182 3.341  0.686
N 4.559 -1.242 1.798  -0.109
N 3.855 -1.179 0.612  0.026
H 7.855 -1.719 1.243  0.084
H 6.850 -0.668 0.224  0.083
H 6.572 -2.419 0.230  0.037
H 4.895 -1.526 4.852  0.149
H 3.953 -2.079 0.122  -0.110
H 4.118 -0.376 0.047  0.112
C -3.289 2.020 -1.741  0.021
C -2.579 0.731 -1.389  -0.571
C -3.450 -0.481 -1.701  0.018
O -2.211 0.715 0.002  -0.028
C -0.841 0.302 0.142  -0.151
C -0.534 -0.165 -1.307  -0.145
O -1.363 0.682 -2.094  -0.018
C 0.862 -0.465 -1.905  -0.418
O 1.489 -1.351 -1.048  -0.315
C 1.764 0.722 -2.263  -0.116
C 3.135 0.479 -2.326  -0.036
C 4.024 1.465 -2.722  -0.088
C 3.553 2.721 -3.089  -0.103
C 2.190 2.962 -3.061  -0.092
C 1.302 1.973 -2.653  -0.043
C 0.576 -1.207 -3.236  -0.118
C 0.063 -0.561 -4.359  -0.024
C -0.202 -1.267 -5.522  -0.091
C 0.048 -2.633 -5.586  -0.113
C 0.561 -3.280 -4.474  -0.086
C 0.821 -2.573 -3.306  -0.011
C 0.012 1.307 0.966  -0.428
O 1.332 0.898 0.938  -0.237
C -0.427 1.268 2.454  -0.132
C -1.226 0.283 3.022  -0.031
C -1.456 0.244 4.395  -0.083
C -0.887 1.192 5.227  -0.107
C -0.082 2.181 4.672  -0.084
C 0.141 2.215 3.308  -0.025
C -0.098 2.768 0.515  -0.137
C 1.027 3.416 0.027  -0.036
C 0.987 4.769 -0.290  -0.087
C -0.177 5.497 -0.106  -0.106
C -1.299 4.865 0.417  -0.091
C -1.253 3.517 0.735  -0.043
H -4.156 2.156 -1.094  0.092
H -3.631 1.976 -2.776  0.091
H -2.613 2.861 -1.621  0.079
H -4.413 -0.382 -1.199  0.082
H -2.988 -1.408 -1.363  0.084
H -3.619 -0.541 -2.777  0.096
H -0.830 -0.620 0.736  0.101
H -0.975 -1.172 -1.326  0.147
H 3.480 -0.523 -2.103  0.110
H 5.086 1.249 -2.769  0.094
H 4.242 3.495 -3.402  0.092
H 1.806 3.936 -3.338  0.102
H 0.244 2.192 -2.612  0.114
H -0.134 0.501 -4.327  0.107
H -0.602 -0.748 -6.385  0.094
H -0.155 -3.183 -6.496  0.091
H 0.765 -4.344 -4.509  0.097
H 1.224 -3.065 -2.431  0.103
H -1.680 -0.487 2.416  0.077
H -2.082 -0.539 4.805  0.100
H -1.063 1.161 6.295  0.093
H 0.379 2.926 5.309  0.097
H 0.781 2.981 2.888  0.124
H 1.932 2.838 -0.098  0.112
H 1.875 5.251 -0.683  0.098
H -0.208 6.553 -0.349  0.091
H -2.209 5.428 0.590  0.096
H -2.117 3.038 1.177  0.121
N -8.917 -2.131 2.530  0.143
C -7.793 -2.294 2.354  -0.191
C -6.388 -2.502 2.133  -0.238
C -5.839 -3.771 2.308  -0.029
C -4.489 -3.967 2.097  -0.018
C -3.669 -2.903 1.708  -0.224
C -4.228 -1.635 1.527  -0.015
C -5.580 -1.436 1.741  -0.014
C -2.269 -3.129 1.506  -0.117
C -1.094 -3.344 1.331  -0.587
H -6.474 -4.594 2.609  0.117
H -4.052 -4.947 2.233  0.120
H -3.606 -0.814 1.196  0.097
H -6.013 -0.455 1.601  0.122
I 0.873 -3.832 1.091  0.904
I 4.143 -4.364 0.612  -0.087

Properties
total charge = -1
E = -136305.471 eV